Formula: C31H23F3N3PPtSe2
Source: the Open Molecules 2025 dataset
Level of theory: ωB97M-V/def2-TZVPD

Summary:
E_LUMO (alpha / beta): 0.21 / -1.14 eV
net charge: 0
expectation value of S²: 2.0066
DFT total energy: -6922.49704 hartree
frontier orbital gap (alpha / beta): 7.91 / 6.51 eV
multiplicity: 3

The geometry in XYZ format:
```
64
C31H23F3N3PPtSe2, DFT ωB97M-V/def2-TZVPD
H 1.780 -3.658 -1.733
C -2.662 0.274 -0.114
C -0.859 -0.140 4.492
H 4.169 -3.046 -1.650
C -2.205 -1.484 5.954
C -1.413 -1.493 -0.899
C 2.353 0.505 5.092
C -1.715 0.933 4.684
C 4.483 -0.585 5.275
C 1.099 -1.688 -1.177
C 2.958 -1.246 3.552
C 3.759 -1.018 -1.054
C 2.035 -0.325 4.024
C -3.784 -1.761 -0.599
C 4.181 -1.381 4.182
H -2.642 1.306 0.229
H -4.776 0.023 0.097
C -0.508 2.069 -4.528
H 2.709 -1.869 2.701
H -0.333 -3.007 -1.635
F -0.138 2.563 -9.448
N 1.456 -0.468 -0.789
H -3.989 -0.556 6.684
C 2.077 -2.653 -1.480
C 3.409 -2.314 -1.421
H -3.502 1.625 5.633
H -2.414 0.868 -7.068
Se 0.033 -1.897 2.022
C -2.825 0.793 5.500
C -0.987 2.455 -7.241
C -1.089 -1.341 5.154
H 4.888 -2.118 3.831
N -1.487 -0.240 -0.466
C 0.209 3.034 -5.245
H -2.489 -3.327 -1.256
H -0.413 -2.174 5.010
C -1.447 1.281 -5.204
P 0.423 -0.150 3.187
H -1.993 0.523 -4.661
C -0.065 1.848 -1.948
F -1.634 4.007 -8.899
H 5.425 -0.708 5.786
Se 0.505 1.874 2.292
C -2.567 -2.294 -0.959
H 0.945 3.632 -4.730
C 2.746 -0.144 -0.724
H 3.822 0.995 6.563
H 1.644 1.251 5.430
H -2.406 -2.434 6.429
C -1.685 1.473 -6.550
C -0.282 1.901 -3.141
C -3.087 -0.424 6.107
H 0.514 3.976 -7.143
C -3.842 -0.435 -0.183
F -2.192 1.955 -9.233
H 2.962 0.871 -0.399
H -4.676 -2.368 -0.632
Pt 0.180 1.278 -0.015
C -1.242 2.732 -8.690
H -1.531 1.878 4.188
C -0.030 3.226 -6.588
H 4.789 -0.708 -1.009
C 3.578 0.368 5.718
N -0.222 -2.056 -1.304
```

=====

Formula: C31H24AuN2P2S2
Source: the Open Molecules 2025 dataset
Level of theory: ωB97M-V/def2-TZVPD

Summary:
E_LUMO (alpha / beta): -2.91 / -4.55 eV
net charge: +1
expectation value of S²: 2.0119
DFT total energy: -2919.77288 hartree
frontier orbital gap (alpha / beta): 7.01 / 7.07 eV
energy relative to the best compared isomer or geometry (same formula, charge and spin): 0.000 eV
multiplicity: 3

The geometry in XYZ format:
```
62
C31H24AuN2P2S2, DFT ωB97M-V/def2-TZVPD
C -3.859 3.965 -3.800
H -0.221 -6.176 -1.921
C -1.020 -1.105 2.367
H -2.156 -4.454 3.832
S -1.979 1.790 1.587
P -0.531 0.399 1.564
H 4.583 1.894 -2.362
N -5.302 6.724 -0.165
C 1.218 0.943 3.682
H -2.713 2.130 -3.783
H -0.452 -2.576 0.386
H -3.803 -2.928 2.899
C -4.762 5.922 -0.787
H 1.022 -1.775 2.821
C -2.773 -2.649 2.915
H 1.777 1.567 0.361
H 4.902 -1.691 -0.038
H 0.481 0.532 4.350
H 0.410 -4.861 -3.938
H -3.364 3.651 -0.021
C 1.009 0.962 2.288
C -0.051 -1.993 2.870
H 2.512 -2.122 -0.342
H -4.836 5.838 -3.443
C -0.365 -4.463 -0.650
P 0.449 -0.594 -1.613
C -3.145 2.930 -3.201
C -0.302 0.132 -0.178
C -0.192 -3.097 -0.532
C 4.907 0.112 -1.190
C 0.193 -2.344 -1.661
C -0.470 -3.203 3.399
C 2.969 -1.224 -0.758
C 3.393 1.915 3.326
C 2.763 0.816 -2.052
H 2.606 1.301 5.228
C 3.168 1.977 1.972
H -3.107 -0.762 1.988
C 2.424 1.398 4.181
H 0.243 -3.888 3.824
H 3.918 2.330 1.300
H -0.679 -5.070 0.169
C -3.486 3.810 -1.091
C -2.374 -1.433 2.370
C 1.962 1.508 1.434
Au -1.598 1.421 -1.040
C 2.193 -0.345 -1.515
H 2.163 1.494 -2.633
H -3.970 3.982 -4.863
S -0.402 0.406 -3.118
C -0.106 -5.094 -1.867
C 0.404 -2.986 -2.896
N -2.945 2.890 -1.876
C -1.823 -3.511 3.439
H 4.324 2.247 3.735
C -4.208 4.889 -1.614
C 4.304 -0.982 -0.577
C 0.265 -4.362 -2.993
H 5.964 0.259 -1.090
C -4.363 4.987 -2.996
H 0.703 -2.446 -3.778
C 4.127 1.013 -1.899
```

=====

Formula: C31H24BI2N6NaO2S2Se2
Source: the Open Molecules 2025 dataset
Level of theory: ωB97M-V/def2-TZVPD

Summary:
E_LUMO: 3.41 eV
net charge: -2
DFT total energy: -8056.76023 hartree
frontier orbital gap: 5.05 eV
energy relative to the best compared isomer or geometry (same formula, charge and spin): 0.646 eV
multiplicity: 1

The geometry in XYZ format:
```
71
C31H24BI2N6NaO2S2Se2, DFT ωB97M-V/def2-TZVPD
C -3.061 0.784 -1.721
C 3.050 2.737 2.075
H -5.701 -2.443 3.654
C 2.602 1.561 1.588
Na -0.115 -0.931 0.302
H 2.707 4.905 2.166
H -1.451 2.743 1.878
N 1.553 1.642 0.600
H 3.423 -3.453 4.103
H 0.148 -1.082 5.561
N -1.068 0.774 1.415
H 0.782 -0.032 -2.469
Se 3.393 -2.896 1.212
C 1.977 1.754 -0.717
C -5.405 0.736 -1.137
C 1.683 2.574 -2.977
C -4.267 0.113 -1.592
C 1.942 -2.867 -3.873
Se 1.724 -4.073 0.090
H 2.958 0.582 1.887
H 1.121 3.159 -3.694
H -0.180 -0.279 3.231
C 1.254 2.489 -1.670
C -4.082 2.763 -0.951
H -6.155 2.617 -0.438
N -2.269 0.536 2.115
H -1.994 2.632 -1.523
H 1.453 -0.926 -4.672
N 3.670 2.109 -5.830
H -4.023 3.810 -0.684
C 1.659 -3.007 -1.517
O -4.105 -1.190 -1.988
I -1.895 -3.100 -3.009
N 1.369 -1.377 2.452
C 1.836 -2.312 5.022
C 2.020 -3.615 -2.706
C 3.144 1.091 -1.143
H 2.020 -2.685 6.023
S -2.155 -2.135 1.384
C -2.717 -0.674 2.128
H 4.460 0.646 -2.762
C 3.301 2.021 -4.741
C 2.623 -2.740 3.964
C 3.567 1.173 -2.450
C 0.518 2.539 1.073
C 0.805 -1.426 4.773
C -4.682 -2.424 3.261
H -6.333 0.193 -1.027
C 1.165 -1.044 -2.554
C -5.289 2.087 -0.812
C 0.986 3.798 1.496
C -2.936 2.118 -1.415
B -2.769 -1.303 -2.350
C 1.533 -1.550 -3.793
I -0.073 -6.274 -4.135
C 2.847 1.921 -3.387
C 2.338 -2.245 2.697
H 0.281 4.613 1.646
H -4.020 -2.960 3.940
H 2.305 -4.656 -2.725
C 0.607 -0.982 3.472
H 2.180 -3.327 -4.823
H 3.882 2.740 2.773
C 2.313 3.950 1.843
H 3.704 0.500 -0.431
N 1.209 -1.757 -1.429
H -4.651 -2.907 2.289
S -4.236 -0.686 3.116
O -2.106 -0.089 -2.195
C -0.743 2.031 1.445
H 0.369 3.007 -1.337
```

=====

| no. | molecular weight (g mol⁻¹) |
| --- | --- |
| 1 | 878.5 |
| 2 | 747.6 |
| 3 | 1022.2 |